{
  "formula": "C26H78O13S13",
  "method": "ωB97M-V with the def2-TZVPD basis set",
  "elements": ["C", "S", "O", "C", "H", "H", "H", "H", "H", "H", "C", "S", "O", "C", "H", "H", "H", "H", "H", "H", "C", "S", "O", "C", "H", "H", "H", "H", "H", "H", "C", "S", "O", "C", "H", "H", "H", "H", "H", "H", "C", "S", "O", "C", "H", "H", "H", "H", "H", "H", "C", "S", "O", "C", "H", "H", "H", "H", "H", "H", "C", "S", "O", "C", "H", "H", "H", "H", "H", "H", "C", "S", "O", "C", "H", "H", "H", "H", "H", "H", "C", "S", "O", "C", "H", "H", "H", "H", "H", "H", "C", "S", "O", "C", "H", "H", "H", "H", "H", "H", "C", "S", "O", "C", "H", "H", "H", "H", "H", "H", "C", "S", "O", "C", "H", "H", "H", "H", "H", "H", "C", "S", "O", "C", "H", "H", "H", "H", "H", "H"],
  "coordinates": [[-4.731, -0.431, -0.658], [-5.754, -0.449, -2.195], [-6.816, -1.544, -2.084], [-6.613, 1.032, -1.532], [-5.373, -0.700, 0.181], [-4.209, 0.503, -0.450], [-3.939, -1.179, -0.626], [-7.337, 1.379, -2.269], [-5.883, 1.835, -1.428], [-7.146, 0.866, -0.596], [-0.519, 0.433, -0.468], [0.831, -0.194, 0.628], [0.175, -0.503, 1.926], [1.251, -1.767, -0.220], [-1.288, -0.325, -0.619], [-0.300, 0.877, -1.439], [-1.047, 1.220, 0.070], [1.591, -1.572, -1.237], [0.342, -2.361, -0.319], [2.020, -2.307, 0.332], [2.277, 2.257, -4.816], [0.904, 1.090, -5.014], [-0.092, 1.590, -3.947], [0.383, 1.669, -6.676], [1.750, 3.211, -4.796], [3.049, 2.251, -5.585], [2.775, 2.089, -3.861], [-0.163, 2.612, -6.647], [-0.426, 1.038, -7.045], [1.215, 1.616, -7.378], [3.522, -2.920, -5.733], [3.925, -1.316, -4.931], [3.543, -0.263, -6.024], [2.648, -1.243, -3.618], [2.492, -3.003, -6.081], [3.698, -3.689, -4.981], [4.130, -3.142, -6.610], [2.947, -1.910, -2.809], [1.645, -1.555, -3.911], [2.637, -0.284, -3.100], [0.151, 3.936, -2.289], [0.639, 5.525, -1.490], [0.517, 5.350, -0.016], [2.487, 5.551, -1.949], [0.984, 3.233, -2.257], [-0.053, 4.095, -3.348], [-0.696, 3.560, -1.716], [3.085, 4.658, -1.767], [2.984, 6.311, -1.347], [2.684, 5.913, -2.959], [5.849, -3.210, 3.886], [4.026, -3.493, 3.520], [3.246, -2.166, 3.674], [4.210, -3.737, 1.740], [5.862, -3.138, 4.974], [6.313, -2.361, 3.384], [6.429, -4.058, 3.523], [3.297, -3.850, 1.156], [4.592, -4.741, 1.552], [4.637, -2.851, 1.271], [-3.855, 0.086, 2.834], [-4.440, -1.614, 3.285], [-5.534, -1.943, 2.276], [-2.988, -2.677, 2.875], [-4.128, 0.781, 3.628], [-4.356, 0.461, 1.941], [-2.786, 0.111, 2.625], [-2.859, -3.422, 3.661], [-2.126, -2.021, 2.998], [-2.988, -3.034, 1.845], [5.529, 2.621, 0.222], [4.063, 1.580, -0.139], [3.660, 1.711, -1.598], [4.836, -0.100, 0.032], [5.848, 2.555, 1.262], [5.286, 3.661, 0.003], [6.364, 2.306, -0.404], [4.106, -0.872, -0.210], [5.065, 0.000, 1.093], [5.743, -0.304, -0.538], [0.909, 2.481, 3.094], [2.424, 1.484, 3.497], [3.391, 2.549, 4.038], [1.699, 0.641, 5.011], [0.903, 2.902, 2.088], [0.872, 3.294, 3.819], [-0.054, 1.987, 3.217], [2.467, 0.265, 5.687], [0.997, -0.175, 4.842], [1.181, 1.433, 5.552], [-0.651, -4.146, 7.484], [-1.187, -3.698, 5.764], [-2.491, -2.904, 5.910], [0.009, -2.370, 5.438], [-1.002, -5.155, 7.697], [-0.997, -3.517, 8.304], [0.437, -4.201, 7.535], [1.059, -2.628, 5.580], [-0.178, -1.573, 6.157], [-0.016, -2.021, 4.406], [-0.033, -4.876, 1.729], [-1.344, -5.268, 0.505], [-0.773, -4.848, -0.851], [-1.264, -7.158, 0.614], [0.825, -5.511, 1.512], [-0.314, -4.964, 2.779], [0.327, -3.856, 1.597], [-1.968, -7.633, -0.071], [-1.467, -7.527, 1.619], [-0.309, -7.624, 0.370], [-4.650, 4.608, 0.374], [-3.676, 3.024, 0.500], [-3.077, 2.915, -0.885], [-2.167, 3.568, 1.419], [-4.955, 4.930, 1.369], [-5.519, 4.318, -0.217], [-4.058, 5.325, -0.195], [-1.464, 2.735, 1.410], [-2.489, 3.896, 2.408], [-1.634, 4.368, 0.906], [-3.224, 3.952, -4.053], [-4.409, 2.554, -4.338], [-4.845, 2.616, -5.796], [-3.169, 1.181, -4.146], [-2.762, 3.656, -3.112], [-3.781, 4.848, -3.778], [-2.568, 4.161, -4.898], [-3.732, 0.253, -4.241], [-2.515, 1.244, -3.276], [-2.554, 1.142, -5.045]],
  "total_energy_ha": -7191.44520,
  "e_lumo_ev": -0.2672,
  "relative_energy_kcal_mol": 71.48,
  "homo_ev": -8.218,
  "homo_lumo_gap_ev": 7.951,
  "multiplicity": 1
}